C4H8O2 in the gas phase, computed with the ωB97M-V functional and the def2-TZVPD basis.

XYZ file:
```
14
Properties=species:S:1:pos:R:3:forces:R:3
C -1.50096 0.31080 0.34627 -0.410 -0.154 -0.075
C 1.54248 -0.29838 -0.36864 0.079 0.473 -0.252
O -0.92476 -1.04777 2.25780 -0.396 -0.187 -0.295
H -1.64375 1.14462 1.06123 0.711 -0.136 -0.314
H 2.46123 -0.14834 -0.93790 0.226 -0.249 0.248
C 0.62572 0.83899 -0.84957 -0.086 0.111 0.416
H -0.80594 -1.79155 0.36491 -0.401 0.036 0.356
H 0.85071 1.10145 -1.90138 -0.230 -0.298 0.529
C -1.08762 -0.96741 1.06787 1.153 0.531 -0.177
O -0.77330 0.56261 -0.84547 -0.271 -0.171 0.031
H 1.78322 -0.26430 0.70324 -0.217 0.017 -0.316
H -2.51094 0.10410 -0.02154 -0.086 -0.004 -0.053
H 0.82930 1.73939 -0.25525 -0.045 -0.027 -0.010
H 1.15461 -1.28420 -0.62157 -0.027 0.059 -0.087
```
Forces are in eV/Å.

Net charge: 0
Structure (SMILES): CCOCC=O
ΔE to the lowest compared entry with this formula, charge and spin, eV: 1.932
Multiplicity: 1
F_max, eV/A: 1.282
Highest occupied orbital energy, eV: -9.73
DFT total energy, eV: -8371.3497


7 unconnected molecules or ions with the total composition H14O7, computed with the ωB97M-V functional and the def2-TZVPD basis.

XYZ file:
```
21
Properties=species:S:1:pos:R:3:forces:R:3
O 3.97305 20.40634 -37.99972 0.195 -0.111 -0.053
H 3.65317 16.57868 -36.93923 -0.255 0.043 -0.061
H 7.44494 18.79350 -40.16717 0.143 0.007 -0.177
H 8.11535 19.46715 -41.36470 0.015 0.047 0.040
H 3.47527 17.66867 -35.88114 -0.118 0.043 -0.045
H 5.29342 16.99881 -39.28896 0.304 0.057 0.116
H 4.38114 21.27772 -37.94495 0.013 -0.045 0.015
H 8.14026 20.35514 -38.22818 0.044 0.030 -0.120
H 9.05906 21.51010 -38.50514 -0.029 0.020 0.008
O 4.51688 15.48697 -38.38590 0.126 -0.169 -0.074
O 8.44374 21.18237 -37.84165 0.000 0.006 0.076
H 4.13405 20.11789 -38.90460 -0.132 0.101 -0.032
H 5.77480 18.38548 -38.84932 -0.078 -0.035 -0.013
H 6.10958 17.05396 -41.53037 -0.238 -0.032 -0.120
H 5.03951 14.94514 -37.78054 0.021 0.040 -0.136
O 2.99457 16.98670 -36.36220 0.228 -0.017 0.089
H 4.15582 14.86923 -39.03328 -0.087 0.032 0.140
O 5.73104 16.68122 -42.33980 0.206 -0.014 0.069
O 8.07901 19.48786 -40.40324 -0.148 -0.160 0.101
O 5.88309 17.72994 -39.55007 -0.204 0.082 0.186
H 4.89900 16.28429 -42.06858 -0.008 0.076 -0.010
```
Forces are in eV/Å.

Net charge: 0
Structure (SMILES): O.O.O.O.O.O.O
ΔE to the lowest compared entry with this formula, charge and spin, eV: 1.569
Multiplicity: 1
F_max, eV/A: 0.331
Highest occupied orbital energy, eV: -11.15
DFT total energy, eV: -14559.8923


2 unconnected molecules or ions with the total composition CH3F, computed with the ωB97M-V functional and the def2-TZVPD basis.

XYZ file:
```
5
Properties=species:S:1:pos:R:3:forces:R:3
H -1.32784 0.84603 -0.62857 2.917 -1.728 0.590
H 0.42559 -1.07701 -0.49482 -0.765 0.975 0.130
F 1.23709 0.59125 0.19128 0.969 1.232 0.398
H -0.51142 -0.22021 0.87167 0.442 -0.170 0.969
C 0.17657 -0.14006 0.06043 -3.563 -0.310 -2.087
```
Forces are in eV/Å.

Net charge: 0
ΔE to the lowest compared entry with this formula, charge and spin, eV: 3.444
Multiplicity: 1
F_max, eV/A: 4.141
Highest occupied orbital energy (spin up / spin down), eV: -9.60 / -9.60
DFT total energy, eV: -3799.2219